i:
ORCA calculation (ωB97M-V/def2-TZVPD) on a molecular structure, C6H13NO3.

Properties
Charge: 0
HOMO energy, Eh: -0.3105
Gap between HOMO and LUMO, eV: 9.084

XYZ file:
```
23
Properties=species:S:1:pos:R:3:nbo_charge:R:1
C 0.05 -2.34 0.03 -0.673
N -0.61 0.04 -0.52 0.243
C 0.08 -1.21 -0.95 0.175
C 0.66 -1.27 -2.14 -0.381
O -1.79 -0.25 0.10 -0.596
O -0.89 0.80 -1.68 -0.526
H -1.40 -0.36 1.23 0.500
H -0.65 1.73 -1.52 0.490
H 0.58 -2.07 0.94 0.262
H -0.98 -2.58 0.30 0.245
H 0.51 -3.22 -0.41 0.224
H 1.04 -2.21 -2.50 0.212
H 0.60 -0.48 -2.87 0.227
C -0.46 2.20 0.90 -0.699
C 0.27 0.96 0.47 0.304
C 1.59 0.96 0.20 -0.560
O -0.40 -0.25 2.04 -1.052
H -0.61 0.17 2.88 0.467
H -0.26 3.03 0.21 0.209
H -1.54 2.02 0.87 0.248
H -0.13 2.50 1.89 0.246
H 2.14 0.06 -0.05 0.220
H 2.19 1.78 0.57 0.213
```

---

ii:
ORCA calculation (ωB97M-V/def2-TZVPD) on 2 unconnected molecules or ions with the total composition C6H13NO3.

Properties
SMILES: CNC(C)=O.COC(C)=O
Charge: 0
HOMO energy, Eh: -0.3522
Gap between HOMO and LUMO, eV: 10.420

XYZ file:
```
23
Properties=species:S:1:pos:R:3:nbo_charge:R:1
C 1.89 -1.46 -0.24 -0.420
N 0.93 -0.73 0.58 -0.638
C -0.51 -1.06 0.61 0.763
C -1.00 -2.16 -0.29 -0.724
O -1.11 -0.74 1.63 -0.614
H 1.61 -1.35 -1.29 0.222
H 1.89 -2.51 0.03 0.192
H 2.88 -1.03 -0.08 0.225
H 1.25 -0.50 1.51 0.403
H -1.93 -1.82 -0.75 0.249
H -0.33 -2.44 -1.10 0.226
H -1.24 -3.04 0.31 0.244
C -1.81 1.46 -0.75 -0.254
O -0.63 0.69 -0.88 -0.649
C 0.77 1.20 -0.30 0.848
C 0.53 2.13 0.86 -0.745
O 1.69 1.30 -1.07 -0.600
H -1.63 2.50 -1.04 0.173
H -2.57 1.06 -1.43 0.194
H -2.18 1.41 0.28 0.178
H -0.22 1.74 1.54 0.243
H 0.24 3.11 0.48 0.247
H 1.48 2.24 1.40 0.234
```

---

iii:
ORCA calculation (ωB97M-V/def2-TZVPD) on 2 unconnected molecules or ions with the total composition C6H13NO3.

Properties
SMILES: CC(C)[C@@]1(N)OC1=O.CO
Charge: 0
HOMO energy, Eh: -0.3408
Gap between HOMO and LUMO, eV: 10.210

XYZ file:
```
23
Properties=species:S:1:pos:R:3:nbo_charge:R:1
C 2.27 1.55 0.22 -0.600
C 1.87 0.04 0.17 -0.231
C 2.40 -0.85 -1.01 -0.595
C 0.34 -0.15 0.13 0.275
N -0.32 -1.39 0.06 -0.820
O -0.45 0.81 1.02 -0.505
C -0.45 0.98 -0.27 0.762
O -0.92 1.61 -1.11 -0.542
H 2.06 1.87 1.14 0.217
H 3.26 1.78 0.13 0.215
H 1.78 2.10 -0.47 0.210
H 2.42 -0.49 0.91 0.208
H 3.38 -1.05 -0.79 0.203
H 2.23 -0.21 -1.86 0.209
H 1.82 -1.81 -1.18 0.224
H 0.14 -2.13 0.55 0.367
H -1.27 -1.36 0.36 0.402
C -3.99 0.32 0.35 -0.263
O -3.59 -0.64 -0.61 -0.721
H -3.66 1.35 0.30 0.179
H -3.80 -0.18 1.27 0.182
H -5.05 0.53 0.41 0.157
H -3.85 -0.38 -1.45 0.468
```

---

Quick one: least stable of them? i

---

i:
ORCA calculation (ωB97M-V/def2-TZVPD) on 2 unconnected molecules or ions with the total composition C4H12N2O2.

Properties
SMILES: [H]/N=N/OC.CC(C)O
Charge: 0
HOMO energy, Eh: -0.3543
Gap between HOMO and LUMO, eV: 10.069

XYZ file:
```
20
Properties=species:S:1:pos:R:3:nbo_charge:R:1
H -1.63 1.82 -0.79 0.352
N -1.82 0.83 -0.94 -0.328
N -0.88 0.35 -1.62 0.074
O -1.08 -0.98 -1.91 -0.377
C -0.20 -1.38 -2.95 -0.266
H 0.83 -1.11 -2.72 0.187
H -0.49 -0.93 -3.91 0.186
H -0.30 -2.47 -3.00 0.206
C 1.64 0.26 2.16 -0.641
C 0.63 0.90 1.21 0.159
C -0.90 -0.01 1.51 -0.680
O 1.07 0.92 -0.06 -0.746
H 2.61 0.75 2.04 0.216
H 1.75 -0.80 1.95 0.204
H 1.33 0.38 3.20 0.207
H 0.37 1.91 1.52 0.152
H -0.65 -1.04 1.27 0.198
H -0.96 0.12 2.59 0.199
H -1.89 0.25 1.17 0.223
H 0.55 0.21 -0.71 0.475
```

---

ii:
ORCA calculation (ωB97M-V/def2-TZVPD) on 3 unconnected molecules or ions with the total composition C4H12N2O2.

Properties
Charge: 0
HOMO energy, Eh: -0.2926
Gap between HOMO and LUMO, eV: 8.868

XYZ file:
```
20
Properties=species:S:1:pos:R:3:nbo_charge:R:1
C -0.74 2.04 -0.90 0.481
C -1.81 1.00 -1.05 -0.748
C -0.29 1.17 1.96 -0.925
O 0.39 1.91 -1.30 -0.573
H 1.15 0.18 -1.49 0.438
H -1.07 3.00 -0.47 0.116
H -1.40 0.01 -0.85 0.260
H -2.17 1.03 -2.08 0.241
H -2.65 1.20 -0.38 0.223
H -0.06 0.78 2.95 0.210
H -1.31 1.53 2.00 0.199
H 0.38 2.00 1.77 0.204
N 1.70 -3.23 0.00 -0.617
C 0.57 -1.08 -0.05 0.358
O 0.64 -2.23 0.49 -0.389
N 1.27 -0.76 -1.10 -0.821
H 2.28 -3.36 0.83 0.350
H 1.15 -4.08 -0.12 0.352
H 1.99 -1.38 -1.46 0.392
H 0.00 0.28 1.24 0.248
```

---

iii:
ORCA calculation (ωB97M-V/def2-TZVPD) on 2 unconnected molecules or ions with the total composition C4H12N2O2.

Properties
SMILES: CN[C@H](C)C(N)=O.O
Charge: 0
HOMO energy, Eh: -0.3320
Gap between HOMO and LUMO, eV: 9.701

XYZ file:
```
20
Properties=species:S:1:pos:R:3:nbo_charge:R:1
C -1.88 0.31 0.36 -0.456
N -0.93 -0.84 -0.04 -0.603
C 0.50 -0.25 -0.35 -0.152
C 1.25 0.18 0.99 -0.640
C 0.63 0.93 -1.34 0.695
N 1.66 0.92 -2.38 -0.897
O -0.27 1.77 -1.37 -0.565
H -1.81 0.99 -0.57 0.253
H -2.86 -0.13 0.46 0.186
H -1.57 0.74 1.28 0.170
H -0.68 -1.38 0.83 0.357
H 0.87 -1.15 -0.69 0.212
H 1.19 -0.63 1.65 0.217
H 0.77 0.96 1.54 0.213
H 2.28 0.53 0.95 0.212
H 1.38 0.93 -3.36 0.412
H 2.55 0.67 -2.12 0.382
O -0.71 -2.35 2.93 -0.947
H -0.72 -2.09 3.88 0.478
H -1.61 -2.45 2.68 0.474
```

---

iv:
ORCA calculation (ωB97M-V/def2-TZVPD) on C4H12N2O2 in the gas phase.

Properties
SMILES: C[C@H](CO)CN(N)O
Charge: 0
HOMO energy, Eh: -0.3356
Gap between HOMO and LUMO, eV: 10.023

XYZ file:
```
20
Properties=species:S:1:pos:R:3:nbo_charge:R:1
C 0.11 0.75 1.31 -0.624
C -0.49 0.45 -0.05 -0.260
C -2.07 0.22 0.06 -0.048
O -2.70 1.26 0.78 -0.727
C 0.03 -0.80 -0.75 -0.234
N 1.53 -0.88 -1.03 -0.038
N 2.28 -1.24 0.11 -0.664
O 1.95 0.41 -1.53 -0.623
H -0.48 1.47 1.89 0.233
H 1.11 1.19 1.21 0.205
H 0.20 -0.15 1.94 0.206
H -0.34 1.33 -0.69 0.218
H -2.49 0.22 -0.95 0.159
H -2.32 -0.73 0.54 0.154
H -3.59 0.95 1.02 0.469
H -0.44 -0.88 -1.74 0.200
H -0.26 -1.70 -0.19 0.210
H 2.52 -0.42 0.66 0.338
H 3.18 -1.64 -0.18 0.352
H 2.27 0.17 -2.42 0.474
```

---

Quick one: least stable of them? i

---

i:
ORCA calculation (ωB97M-V/def2-TZVPD) on 3 unconnected molecules or ions with the total composition C4H12N2O2.

Properties
SMILES: [H]/N=C/NC.C=O.CO
Charge: 0
HOMO energy, Eh: -0.3450
Gap between HOMO and LUMO, eV: 10.307

XYZ file:
```
20
Properties=species:S:1:pos:R:3:nbo_charge:R:1
H -2.33 2.63 0.13 0.352
N -1.91 1.98 -0.53 -0.725
C -0.71 1.68 -0.27 0.281
N -0.03 0.75 -1.01 -0.658
C -0.55 0.33 -2.30 -0.427
H -0.12 2.02 0.60 0.167
H 0.98 0.82 -0.95 0.428
H -1.64 0.27 -2.21 0.235
H -0.14 -0.64 -2.55 0.200
H -0.31 1.05 -3.09 0.194
C 2.23 -1.05 0.79 0.321
O 2.26 0.15 0.58 -0.640
H 2.30 -1.47 1.80 0.113
H 2.39 -1.78 -0.02 0.116
C -0.51 -1.19 1.86 -0.257
O 0.16 -1.49 0.65 -0.740
H -0.17 -0.24 2.27 0.168
H -1.59 -1.14 1.69 0.180
H -0.29 -1.99 2.57 0.185
H -0.02 -0.72 -0.02 0.508
```

---

ii:
ORCA calculation (ωB97M-V/def2-TZVPD) on 3 unconnected molecules or ions with the total composition C4H12N2O2.

Properties
SMILES: [H]/N=C(/N)O.C=O.CC
Charge: 0
HOMO energy, Eh: -0.3410
Gap between HOMO and LUMO, eV: 9.872

XYZ file:
```
20
Properties=species:S:1:pos:R:3:nbo_charge:R:1
H 1.08 -1.82 -0.84 0.352
N 1.58 -0.94 -0.71 -0.806
C 2.02 -0.75 0.46 0.689
N 2.65 0.41 0.79 -0.830
O 1.91 -1.59 1.53 -0.711
H 2.99 0.95 0.02 0.401
H 3.23 0.38 1.61 0.391
H 1.23 -2.26 1.36 0.511
C -1.25 -1.00 1.32 0.305
O -0.82 -2.08 1.03 -0.537
H -0.61 -0.19 1.69 0.122
H -2.32 -0.75 1.25 0.117
C -1.35 0.54 -1.55 -0.627
C -1.57 1.86 -0.82 -0.600
H -1.39 0.70 -2.63 0.205
H -2.12 -0.18 -1.29 0.189
H -0.38 0.12 -1.30 0.237
H -1.56 1.72 0.26 0.185
H -2.53 2.30 -1.10 0.200
H -0.78 2.57 -1.09 0.205
```

---

iii:
ORCA calculation (ωB97M-V/def2-TZVPD) on 2 unconnected molecules or ions with the total composition C4H12N2O2.

Properties
SMILES: NCCCC(N)=O.O
Charge: 0
HOMO energy, Eh: -0.3140
Gap between HOMO and LUMO, eV: 9.192

XYZ file:
```
20
Properties=species:S:1:pos:R:3:nbo_charge:R:1
N -0.84 0.73 1.60 -0.861
C -1.08 1.45 0.42 -0.195
C -1.76 0.55 -0.73 -0.392
C -0.93 -0.61 -1.21 -0.535
C 0.43 -0.88 -0.61 0.682
N 1.51 -0.53 -1.24 -0.790
O 0.47 -1.42 0.52 -0.697
H 0.11 0.87 1.96 0.369
H -1.00 -0.28 1.49 0.385
H -0.19 1.78 -0.10 0.161
H -1.76 2.38 0.58 0.170
H -1.95 1.32 -1.59 0.207
H -2.70 0.17 -0.30 0.209
H -1.00 -0.67 -2.27 0.223
H -1.59 -1.50 -0.96 0.242
H 2.38 -0.70 -0.74 0.428
H 1.58 -0.05 -2.22 0.416
O 2.97 -0.59 1.58 -0.987
H 3.28 -1.00 2.38 0.469
H 2.08 -1.02 1.44 0.497
```

---

Quick one: least stable of them? i